{"formula": "C17H18AuN3O3", "method": "the ωB97M-V functional and the def2-TZVPD basis", "lumo_energy_ha": -0.0113, "e_homo_ev": -7.39, "gap_ev": 7.083, "charge": 0, "e_tot_ev": -32224.714, "elements": ["Au", "C", "C", "N", "C", "C", "C", "C", "C", "C", "C", "C", "C", "N", "C", "H", "H", "H", "H", "H", "H", "H", "H", "N", "C", "C", "O", "O", "H", "H", "H", "H", "C", "O", "C", "C", "H", "H", "H", "H", "H", "H"], "positions_angstrom": [[0.285, -1.810, -0.011], [3.028, 3.266, 0.087], [2.703, 1.933, 0.373], [1.474, 1.469, 0.445], [0.457, 2.334, 0.251], [0.676, 3.685, -0.072], [2.002, 4.138, -0.157], [-0.430, 4.582, -0.263], [-1.694, 4.157, -0.090], [-1.962, 2.799, 0.293], [-3.271, 2.365, 0.569], [-3.473, 1.094, 1.035], [-2.354, 0.257, 1.163], [-1.133, 0.601, 0.828], [-0.915, 1.874, 0.445], [4.061, 3.581, 0.063], [3.501, 1.219, 0.553], [2.195, 5.177, -0.400], [-0.217, 5.611, -0.526], [-2.532, 4.832, -0.209], [-4.098, 3.051, 0.430], [-4.455, 0.734, 1.305], [-2.476, -0.759, 1.530], [2.434, -1.469, -0.104], [3.308, -2.620, -0.478], [2.640, -4.030, -0.606], [3.443, -4.959, -0.512], [1.403, -4.042, -0.826], [2.592, -0.671, -0.705], [2.628, -1.171, 0.845], [4.120, -2.707, 0.241], [3.745, -2.415, -1.456], [-2.371, -2.240, -1.836], [-2.177, -3.229, -0.802], [-1.286, -3.020, 0.112], [-1.200, -4.176, 1.030], [-3.154, -1.559, -1.512], [-2.681, -2.785, -2.722], [-1.439, -1.708, -2.009], [-2.081, -4.816, 0.998], [-0.976, -3.854, 2.046], [-0.318, -4.718, 0.653]]}

{"formula": "C17H18BBaN7O4", "method": "the ωB97M-V functional and the def2-TZVPD basis", "lumo_energy_ha": [-0.3958, -0.4130], "e_homo_ev": [-13.65, -13.65], "gap_ev": [2.879, 2.412], "charge": 2, "e_tot_ev": -37892.428, "elements": ["C", "N", "N", "C", "C", "B", "N", "N", "C", "C", "C", "Ba", "N", "N", "C", "C", "C", "H", "H", "H", "H", "H", "H", "H", "H", "H", "H", "H", "C", "H", "H", "H", "O", "C", "O", "C", "C", "C", "C", "C", "C", "N", "O", "O", "H", "H", "H", "H"], "positions_angstrom": [[2.942, 0.075, -0.243], [1.691, 0.195, -0.742], [1.810, 0.244, -2.117], [3.109, 0.139, -2.463], [3.865, 0.030, -1.296], [0.587, 0.329, -3.076], [-0.409, -0.795, -2.648], [-0.816, -1.000, -1.342], [-1.652, -2.066, -1.355], [-1.761, -2.562, -2.666], [-0.955, -1.734, -3.446], [-0.045, -0.284, 1.252], [-0.101, 1.727, -2.948], [-0.547, 2.023, -1.674], [-1.071, 3.239, -1.699], [-0.984, 3.771, -3.001], [-0.368, 2.773, -3.765], [-1.484, 3.690, -0.806], [-0.106, 2.754, -4.810], [-1.317, 4.741, -3.319], [0.950, 0.146, -4.195], [-0.712, -1.746, -4.494], [3.367, 0.147, -3.504], [-2.339, -3.401, -2.995], [4.931, -0.069, -1.222], [-2.127, -2.436, -0.448], [3.111, 0.017, 0.834], [-2.588, -0.767, 1.555], [-2.101, -1.460, 2.272], [-2.856, -2.146, 2.622], [-1.308, -2.065, 1.779], [-1.731, -0.971, 3.192], [0.476, 1.385, 3.237], [0.938, 0.372, 3.859], [1.457, -0.647, 3.271], [0.737, 0.267, 5.342], [0.340, -0.970, 5.874], [0.104, -1.110, 7.236], [0.351, -0.025, 8.097], [0.770, 1.217, 7.572], [0.927, 1.367, 6.194], [0.176, -0.237, 9.494], [-0.226, -1.374, 9.849], [0.420, 0.686, 10.302], [0.224, -1.842, 5.225], [-0.243, -2.053, 7.651], [0.960, 2.033, 8.263], [1.223, 2.328, 5.775]]}

Copy entry 1 word for word.
{"formula": "C17H18AuN3O3", "method": "the ωB97M-V functional and the def2-TZVPD basis", "lumo_energy_ha": -0.0113, "e_homo_ev": -7.39, "gap_ev": 7.083, "charge": 0, "e_tot_ev": -32224.714, "elements": ["Au", "C", "C", "N", "C", "C", "C", "C", "C", "C", "C", "C", "C", "N", "C", "H", "H", "H", "H", "H", "H", "H", "H", "N", "C", "C", "O", "O", "H", "H", "H", "H", "C", "O", "C", "C", "H", "H", "H", "H", "H", "H"], "positions_angstrom": [[0.285, -1.810, -0.011], [3.028, 3.266, 0.087], [2.703, 1.933, 0.373], [1.474, 1.469, 0.445], [0.457, 2.334, 0.251], [0.676, 3.685, -0.072], [2.002, 4.138, -0.157], [-0.430, 4.582, -0.263], [-1.694, 4.157, -0.090], [-1.962, 2.799, 0.293], [-3.271, 2.365, 0.569], [-3.473, 1.094, 1.035], [-2.354, 0.257, 1.163], [-1.133, 0.601, 0.828], [-0.915, 1.874, 0.445], [4.061, 3.581, 0.063], [3.501, 1.219, 0.553], [2.195, 5.177, -0.400], [-0.217, 5.611, -0.526], [-2.532, 4.832, -0.209], [-4.098, 3.051, 0.430], [-4.455, 0.734, 1.305], [-2.476, -0.759, 1.530], [2.434, -1.469, -0.104], [3.308, -2.620, -0.478], [2.640, -4.030, -0.606], [3.443, -4.959, -0.512], [1.403, -4.042, -0.826], [2.592, -0.671, -0.705], [2.628, -1.171, 0.845], [4.120, -2.707, 0.241], [3.745, -2.415, -1.456], [-2.371, -2.240, -1.836], [-2.177, -3.229, -0.802], [-1.286, -3.020, 0.112], [-1.200, -4.176, 1.030], [-3.154, -1.559, -1.512], [-2.681, -2.785, -2.722], [-1.439, -1.708, -2.009], [-2.081, -4.816, 0.998], [-0.976, -3.854, 2.046], [-0.318, -4.718, 0.653]]}

Question: What is the formula in the first record?
Answer: C17H18AuN3O3